No. 1
Below is a cluster of 16 separate species, C36H100N4O16 in total, with properties calculated with ωB97M-V with the def2-TZVPD basis set.

Element x y z (Å)
C -1.3779 -3.4512 -7.6761
C -0.7201 -2.7314 -6.5476
C -0.8574 -3.6012 -5.3012
C 0.0672 -3.2418 -4.1530
C 1.4706 -2.9464 -4.6271
C 1.6010 -2.0570 -5.8568
N 0.6584 -2.5322 -6.8587
O 0.7878 -1.7273 -8.0493
C 1.3841 -0.5726 -5.4715
C 3.0095 -2.2283 -6.3899
C -1.4685 -1.4144 -6.3258
H -1.2850 -2.9006 -8.6191
H -2.4324 -3.5933 -7.4581
H -0.9000 -4.4176 -7.8683
H -1.8918 -3.4258 -4.9514
H -0.8879 -4.6745 -5.5158
H 0.0644 -4.0714 -3.4493
H -0.3415 -2.3376 -3.6879
H 1.9984 -3.8847 -4.8689
H 2.0764 -2.5689 -3.7929
H 2.3436 -0.0796 -5.3243
H 0.9192 -0.0673 -6.3176
H 0.7543 -0.4880 -4.5900
H 3.1605 -3.1338 -6.9785
H 3.2792 -1.3808 -7.0329
H 3.7532 -2.2073 -5.5873
H -2.5287 -1.5547 -6.5588
H -1.0819 -0.6174 -6.9531
H -1.4260 -1.1322 -5.2696
H 0.8387 -2.3703 -8.7674
C 1.5866 -0.1548 -0.2125
C 0.1053 0.2441 -0.4639
C -0.2957 -0.3407 -1.8010
C -1.7694 -0.4259 -2.0896
C -2.4871 -1.1284 -0.9402
C -2.1634 -0.5105 0.3982
N -0.7129 -0.4392 0.5736
O -0.3813 -0.0086 1.9220
C -2.8332 0.8292 0.6803
C -2.6672 -1.4847 1.4985
C -0.0230 1.7581 -0.4738
H 1.6666 -1.2427 -0.2394
H 1.8851 0.2146 0.7608
H 2.2204 0.2171 -1.0173
H 0.1428 0.3030 -2.5826
H 0.2066 -1.2953 -2.0223
H -1.9577 -0.9060 -3.0556
H -2.1356 0.6098 -2.1570
H -2.0872 -2.1518 -0.8773
H -3.5537 -1.2713 -1.1148
H -2.3900 1.3293 1.5314
H -2.7440 1.4636 -0.2139
H -3.9194 0.7404 0.7805
H -2.1226 -2.4283 1.4932
H -2.5731 -1.0232 2.4818
H -3.7302 -1.7181 1.3837
H -0.0464 2.1776 0.5375
H -0.9674 2.0790 -0.9269
H 0.7550 2.2860 -1.0288
H -0.1490 -0.8041 2.4474
C 5.6045 -2.5311 3.8560
C 4.4312 -2.1888 4.8172
C 4.9623 -1.8198 6.2251
C 5.3612 -0.3625 6.3518
C 4.2111 0.5355 5.9176
C 3.7872 0.3068 4.4588
N 3.5645 -1.1272 4.3181
O 2.9474 -1.4934 3.1261
C 2.5027 1.0922 4.2524
C 4.8757 0.8816 3.5215
C 3.5819 -3.4636 4.9437
H 5.2667 -3.0644 2.9618
H 6.3278 -3.1859 4.3524
H 6.1824 -1.6751 3.5081
H 4.2164 -2.1103 6.9678
H 5.8328 -2.4471 6.4211
H 6.2785 -0.1574 5.7978
H 5.5923 -0.2267 7.4146
H 4.4833 1.5844 6.0477
H 3.3365 0.3191 6.5387
H 1.5894 0.5227 4.4448
H 2.4891 2.0115 4.8356
H 2.3811 1.3852 3.2030
H 5.8474 0.4118 3.6799
H 4.6560 0.7670 2.4552
H 5.0561 1.9354 3.7582
H 4.0959 -4.2857 5.4594
H 3.2430 -3.8925 3.9951
H 2.6701 -3.2819 5.5264
H 3.5851 -1.2680 2.4159
C 1.6389 7.5760 3.0420
C 0.6209 6.6563 2.3698
C -0.7140 7.2239 2.7842
C -1.8903 6.6804 1.9227
C -1.5887 7.1472 0.5165
C -0.2769 6.5943 -0.0245
N 0.7837 6.7537 0.9424
O 2.0682 6.3564 0.4857
C -0.4790 5.1471 -0.4431
C 0.0309 7.4830 -1.2404
C 0.7072 5.2587 2.9142
H 2.6640 7.1955 2.9550
H 1.4859 7.6434 4.1264
H 1.5336 8.5801 2.6386
H -0.8940 6.9097 3.8189
H -0.8449 8.3092 2.7705
H -2.8098 7.0985 2.3326
H -1.9146 5.6012 2.0901
H -1.6233 8.2340 0.5258
H -2.3900 6.7887 -0.1391
H 0.4739 4.7517 -0.8245
H -0.7000 4.5379 0.4274
H -1.1625 5.0635 -1.2894
H 0.9824 7.1826 -1.7109
H -0.7098 7.4661 -2.0465
H 0.1281 8.5357 -0.9638
H 1.6404 4.7586 2.6348
H -0.0996 4.6052 2.5689
H 0.6532 5.2552 4.0072
H 2.5045 7.1891 0.2509
O -1.7321 -4.6906 -1.2058
H -2.1732 -5.1148 -1.9582
H -2.2816 -4.9152 -0.4317
O -5.6302 -4.0454 -0.4522
H -5.9987 -3.2015 -0.7657
H -4.8468 -4.1920 -1.0015
O -4.0862 0.4732 -4.5659
H -4.2733 0.9528 -5.3857
H -3.1292 0.5954 -4.4119
O 0.3275 -2.1603 4.0060
H 1.2208 -1.7691 3.8412
H 0.1994 -2.8525 3.3353
O -6.4979 -0.6827 2.3181
H -6.0215 -0.4575 1.5079
H -6.7227 -1.6251 2.2178
O 0.1310 -3.2782 0.7149
H -0.3000 -3.7854 0.0002
H 0.1657 -2.3376 0.3735
O -3.6364 -5.7310 2.5574
H -2.7146 -5.3670 2.4358
H -3.6630 -6.5288 2.0080
O -2.5486 -3.2921 4.3610
H -2.0413 -2.6783 4.9140
H -1.8872 -3.6842 3.7590
O -1.0586 1.4656 -4.9269
H -0.6579 2.3122 -5.1786
H -1.4983 1.1575 -5.7363
O -0.7978 -5.0174 2.6913
H -0.3362 -4.6247 1.9217
H -0.1766 -5.6462 3.0930
O -6.1105 -4.0118 2.3637
H -7.0471 -3.8435 2.1806
H -5.7049 -4.1841 1.4652
O -5.4131 -1.6021 -3.1694
H -4.7362 -1.9881 -2.6041
H -4.9276 -0.9122 -3.7102

Cartesian forces (eV/Å) of the 6 atoms listed first:
0.012 -0.598 -1.336
-0.603 0.498 0.526
-1.178 -0.161 0.506
-0.205 0.430 -0.492
0.838 -1.211 0.244
0.034 0.628 0.547

The frontier orbital gap is 8.0279 eV. The relative energy (zero: lowest compared OMol25 entry of this formula, charge and spin) is 0.0 kcal per mole. The value obtained for the calculated total energy is -77670.82971 eV.

Löwdin population analysis, charges in e, atoms 1 to 99:
1 C -0.04
2 C -0.56
3 C -0.13
4 C -0.17
5 C -0.14
6 C -0.52
7 N -0.08
8 O -0.02
9 C -0.01
10 C -0.05
11 C -0.03
12 H 0.09
13 H 0.09
14 H 0.10
15 H 0.13
16 H 0.12
17 H 0.11
18 H 0.07
19 H 0.13
20 H 0.13
21 H 0.09
22 H 0.07
23 H 0.05
24 H 0.09
25 H 0.08
26 H 0.09
27 H 0.09
28 H 0.08
29 H 0.06
30 H 0.10
31 C -0.01
32 C -0.49
33 C -0.16
34 C -0.17
35 C -0.12
36 C -0.51
37 N -0.09
38 O -0.02
39 C -0.01
40 C -0.02
41 C -0.04
42 H 0.07
43 H 0.07
44 H 0.09
45 H 0.12
46 H 0.11
47 H 0.09
48 H 0.11
49 H 0.10
50 H 0.11
51 H 0.09
52 H 0.07
53 H 0.08
54 H 0.07
55 H 0.09
56 H 0.08
57 H 0.08
58 H 0.07
59 H 0.09
60 H 0.07
61 C -0.03
62 C -0.49
63 C -0.13
64 C -0.18
65 C -0.14
66 C -0.51
67 N -0.12
68 O -0.04
69 C -0.02
70 C -0.02
71 C -0.04
72 H 0.08
73 H 0.08
74 H 0.06
75 H 0.12
76 H 0.12
77 H 0.11
78 H 0.11
79 H 0.12
80 H 0.13
81 H 0.09
82 H 0.09
83 H 0.08
84 H 0.06
85 H 0.08
86 H 0.09
87 H 0.09
88 H 0.08
89 H 0.09
90 H 0.12
91 C -0.04
92 C -0.56
93 C -0.15
94 C -0.16
95 C -0.15
96 C -0.53
97 N -0.10
98 O 0.00
99 C -0.03

No. 2
Below is a structure of composition C26H44BrN3OP2Pb, with properties calculated with ωB97M-V with the def2-TZVPD basis set.

Element x y z (Å)
N -6.5604 5.0985 -5.8427
C -6.3877 5.6716 -4.6503
C -5.4253 5.2015 -3.7471
C -4.5776 4.1162 -4.1228
C -4.8125 3.5336 -5.3909
C -5.8203 4.0642 -6.2328
C -3.5225 3.6218 -3.2352
Pb -0.7842 3.1912 -1.2788
P 5.5919 -0.4896 -1.2174
C -2.5236 2.7883 -3.6322
C -1.8277 1.8377 -2.8013
C -0.6846 1.1461 -3.3585
C -0.2182 0.0060 -2.8000
C -0.6479 -0.4457 -1.5121
C -1.5918 0.3559 -0.8513
C -2.3049 1.3914 -1.4520
Br 1.3668 -0.8538 -0.0805
H -3.5481 4.0243 -2.2208
H -2.3125 2.7090 -4.7070
H -5.3215 5.6961 -2.7835
H -4.2100 2.6884 -5.7133
H -7.0454 6.5223 -4.4186
H -5.9794 3.5875 -7.2093
H -0.2246 1.5334 -4.2735
H -3.1394 1.8779 -0.9135
H 0.5237 -0.5487 -3.3627
H -1.7608 0.1241 0.1983
P -1.1026 -2.2128 -1.4884
C 4.8911 1.1118 -0.7193
C 5.9052 2.1907 -1.1101
H 4.7940 1.0406 0.3773
H 3.9048 1.2177 -1.1920
H 5.5664 3.1681 -0.7748
H 6.8730 1.9765 -0.6505
H 6.0599 2.2351 -2.1892
C 4.7922 -1.0451 -2.7929
C 5.5390 -2.2751 -3.3809
H 4.8746 -0.1744 -3.4825
H 3.7368 -1.2758 -2.5285
H 5.1299 -2.5045 -4.3748
H 6.6215 -2.0695 -3.4828
H 5.4151 -3.1730 -2.7478
C 4.9633 -1.6728 0.0042
C 5.7456 -1.7130 1.3101
H 4.9626 -2.6480 -0.4984
H 3.9232 -1.3417 0.1588
H 5.1991 -2.3180 2.0341
H 6.7414 -2.1387 1.1856
H 5.8796 -0.7219 1.7456
C -0.8942 -2.9345 0.1418
C -1.5090 -4.3317 0.3227
H -1.2951 -2.1965 0.8501
H 0.1857 -2.9550 0.3445
H -2.5360 -4.2874 0.7075
H -1.5748 -4.8708 -0.6269
H -0.9097 -4.9635 0.9853
C 0.1400 -2.9325 -2.5974
C -0.2816 -2.8584 -4.0604
H 0.3878 -3.9519 -2.2626
H 1.0635 -2.3581 -2.4333
H -1.3044 -3.2125 -4.2215
H -0.2469 -1.8410 -4.4540
H 0.4160 -3.4387 -4.6713
C -2.8719 -2.3697 -1.9408
C -3.8774 -2.0039 -0.8280
H -3.0737 -3.3907 -2.3230
H -3.0516 -1.6945 -2.7955
H -4.5792 -1.2324 -1.1721
H -4.4588 -2.8794 -0.5181
H -3.4036 -1.6115 0.0750
N 0.6618 1.3299 3.0063
C -0.4362 1.3458 2.2509
N -1.3172 0.3014 2.5010
O -0.6425 2.2052 1.3729
H 0.8093 0.6987 3.7680
H 1.4128 1.9513 2.7308
H -2.2649 0.4830 2.2148
H -1.2858 -0.0548 3.4545

Cartesian forces (eV/Å) of the 6 atoms listed first:
-0.348 0.044 -0.614
0.495 -0.656 0.084
0.354 -0.333 -0.346
-0.808 0.983 -0.742
-0.226 0.575 0.167
1.007 -0.363 1.304

As for the total charge: +2. The frontier orbital gap (spin up / spin down) is 2.9720 / 2.9714 eV. The value obtained for the calculated total energy is -128044.65725 eV.

How is the electron density shared among the atoms? According to Löwdin, the charges in e are:
1 N 0.07
2 C -0.11
3 C 0.00
4 C -0.21
5 C 0.00
6 C -0.10
7 C -0.05
8 Pb 1.72
9 P 0.91
10 C -0.13
11 C -0.52
12 C -0.05
13 C -0.12
14 C -0.53
15 C -0.18
16 C -0.20
17 Br 0.46
18 H 0.10
19 H 0.13
20 H 0.11
21 H 0.10
22 H 0.12
23 H 0.12
24 H 0.15
25 H 0.14
26 H 0.11
27 H 0.08
28 P 0.99
29 C -0.46
30 C -0.19
31 H 0.07
32 H 0.05
33 H 0.06
34 H 0.07
35 H 0.06
36 C -0.44
37 C -0.17
38 H 0.08
39 H 0.04
40 H 0.06
41 H 0.07
42 H 0.06
43 C -0.47
44 C -0.16
45 H 0.07
46 H -0.04
47 H 0.07
48 H 0.07
49 H 0.06
50 C -0.39
51 C -0.10
52 H 0.07
53 H 0.01
54 H 0.08
55 H 0.07
56 H 0.09
57 C -0.31
58 C -0.11
59 H 0.12
60 H 0.06
61 H 0.08
62 H 0.06
63 H 0.10
64 C -0.28
65 C -0.11
66 H 0.11
67 H 0.10
68 H 0.09
69 H 0.09
70 H 0.05
71 N 0.20
72 C -0.66
73 N 0.15
74 O -0.14
75 H 0.12
76 H 0.13
77 H 0.10
78 H 0.12

No. 3
Below is an isolated molecule of CH3PS, with properties calculated with ωB97M-V with the def2-TZVPD basis set.

Element x y z (Å)
C 0.4879 -0.0288 -0.3414
P -0.8015 -1.3170 -0.0643
S 2.2026 -0.4726 0.0774
H 0.7293 -0.0700 -1.4796
H 0.3780 0.9531 0.0154
H -0.8791 -1.3845 1.2822

Forces on the atoms, in the same order (eV/Å):
1.953 -1.487 -1.902
-0.017 -0.125 -1.919
-0.298 -0.424 0.449
-1.096 0.518 1.488
-0.808 1.242 0.185
0.266 0.277 1.698

The frontier orbital gap (spin up / spin down) is 7.9675 / 6.6318 eV. The relative energy (zero: lowest compared OMol25 entry of this formula, charge and spin) is 58.5 kcal per mole. The value obtained for the calculated total energy is -21206.40566 eV.

How is the electron density shared among the atoms? According to Löwdin, the charges in e are:
1 C -1.03
2 P 0.74
3 S 0.50
4 H 0.03
5 H -0.03
6 H -0.21

No. 4
Below is the ion C3H7NO2P with charge -1, with properties calculated with ωB97M-V with the def2-TZVPD basis set.

Element x y z (Å)
C 0.1261 1.1914 0.5857
C 0.0387 -0.0388 -0.3594
C 1.4588 -0.7194 0.1923
N 2.5652 -1.0427 -0.4170
O -2.2733 -0.6979 1.2134
O -2.5259 0.3852 -1.0887
P -1.7674 -0.5495 -0.2046
H -0.8907 1.6374 0.3881
H 0.1235 0.9493 1.7055
H 0.0645 0.2264 -1.3807
H -1.6685 -1.8599 -0.8303
H 1.3593 -0.7097 1.2740
H 0.8497 1.9352 0.2708
H 2.5400 -0.7069 -1.3489

Cartesian forces (eV/Å) of the 6 atoms listed first:
-2.766 0.722 -0.048
2.960 -0.491 3.200
-1.340 -0.142 -2.456
-1.763 0.998 2.755
1.080 -0.149 -0.686
0.510 0.145 -0.495

The structure (SMILES) is [H]/N=C\[C@H](C)[P@@H](=O)[O-]. As for the total charge: -1. The frontier orbital gap is 9.2143 eV. The relative energy (zero: lowest compared OMol25 entry of this formula, charge and spin) is 38.3 kcal per mole. The value obtained for the calculated total energy is -18099.94802 eV.

How is the electron density shared among the atoms? According to Löwdin, the charges in e are:
1 C -0.19
2 C -0.37
3 C -0.21
4 N 0.03
5 O -0.46
6 O -0.44
7 P 0.29
8 H 0.06
9 H 0.09
10 H 0.06
11 H 0.00
12 H 0.08
13 H 0.06
14 H 0.00